[1]
DFT (the ωB97M-V functional and the def2-TZVPD basis) results for a 9-piece molecular cluster, C21H39N9O3 overall.

Structure (XYZ):
```
72
Properties=species:S:1:pos:R:3
C -3.9510 -1.5647 -1.0719
N -2.6521 -2.1100 -1.2574
C -2.1163 -2.9416 -0.3810
C -0.8706 -3.6040 -0.7926
O -2.7037 -3.0779 0.7069
H -4.5101 -2.2240 -0.3924
H -4.4508 -1.4762 -1.9982
H -3.9638 -0.5880 -0.5771
H -2.3112 -1.9924 -2.1844
H -0.8690 -4.5564 -0.2413
H -0.0611 -3.0111 -0.3289
H -0.8662 -3.6309 -1.8373
C 1.1849 -3.3203 -5.2168
N 1.1423 -2.1308 -4.3459
C -0.0480 -1.5985 -4.1150
C -0.0552 -0.3110 -3.3252
O -1.0940 -2.0800 -4.5096
H 0.4751 -3.3111 -6.0124
H 1.0370 -4.1910 -4.6525
H 2.2245 -3.3301 -5.6277
H 1.9260 -1.6021 -4.1037
H -0.4850 -0.3811 -2.3477
H -0.7276 0.4020 -3.8507
H 0.8663 0.1655 -3.3450
C 3.6924 2.8244 3.8573
N 2.5450 2.9218 2.9914
C 2.6537 2.7768 1.6428
C 1.3447 2.8405 0.9305
O 3.6939 2.6526 1.0542
H 4.2548 3.7380 4.1207
H 4.3720 2.0682 3.5784
H 3.3648 2.3915 4.8203
H 1.6655 3.3040 3.3470
H 1.0274 1.8366 0.7540
H 1.3828 3.3920 -0.0224
H 0.5059 3.2203 1.5200
C -4.2555 -3.1988 3.4594
C -4.7986 -1.9195 3.0724
N -5.2063 -0.8529 2.8816
H -3.3649 -3.1035 4.0540
H -3.9326 -3.8676 2.7116
H -5.0297 -3.6634 4.0635
C 4.5038 -1.0426 -0.5383
C 4.3654 -0.7585 0.8945
N 4.2768 -0.4100 1.9512
H 3.5279 -1.0866 -1.0041
H 5.0067 -1.9705 -0.7783
H 5.0826 -0.2198 -0.9595
C 1.4059 -1.6024 3.2524
C 0.9791 -1.3466 1.9016
N 0.6924 -0.9983 0.8450
H 2.3604 -1.0849 3.4015
H 1.4760 -2.6788 3.4367
H 0.6739 -1.1869 3.9111
C -3.1663 6.1066 0.7203
C -3.0149 5.0735 1.7694
N -2.8115 4.1822 2.4895
H -2.3255 6.1593 0.0684
H -3.3760 7.0748 1.2190
H -4.0422 5.7500 0.1121
C -2.4002 0.6157 1.4066
C -1.6819 1.2869 0.3481
N -1.2697 1.9188 -0.5112
H -1.8544 -0.3808 1.5418
H -3.4865 0.3619 1.2650
H -2.3366 1.0811 2.4087
C 2.4321 2.0776 -2.4778
C 3.2622 1.0257 -3.1193
N 3.8455 0.2089 -3.6578
H 1.6322 1.5914 -1.8753
H 2.0700 2.7280 -3.2636
H 3.1370 2.6290 -1.7870
```

Calculated values
Structure (SMILES): CNC(C)=O.CNC(C)=O.CNC(C)=O.CC#N.CC#N.CC#N.CC#N.CC#N.CC#N

These are the Mulliken partial charges, in e, on atoms 1 to 6:
1. C -0.9925
2. N -0.0562
3. C 0.9037
4. C -1.0641
5. O -0.6572
6. H 0.2574

---

[2]
DFT (the ωB97M-V functional and the def2-TZVPD basis) results for C21H40Cl3ErN4O3SSi as an isolated structure.

Structure (XYZ):
```
74
Properties=species:S:1:pos:R:3
C 2.9051 -2.4174 -6.9387
C 2.0798 -1.6043 -7.8953
H 2.3827 -3.3467 -6.6676
H 3.1257 -1.8725 -6.0148
H 3.8749 -2.7078 -7.3857
C 1.8415 -2.0948 -9.1280
C 2.1305 -3.4918 -9.5608
H 1.5148 -1.4258 -9.9106
H 1.6373 -4.2126 -8.8914
H 3.2114 -3.6883 -9.5318
H 1.7829 -3.7153 -10.5789
Er 1.0480 -0.0029 -3.2554
Cl 2.3286 0.1689 -1.1129
Cl 2.9139 1.0750 -4.5781
C 0.1644 3.0723 -2.7591
O -0.1177 1.8267 -2.7305
N -0.7357 4.0276 -2.9434
C -2.1834 3.7275 -2.9533
C -0.3160 5.4264 -3.1489
H 1.2124 3.4106 -2.6426
H -2.4398 3.1405 -2.0551
H -2.4735 3.1514 -3.8480
H -2.7243 4.6868 -2.9364
H 0.4021 5.7057 -2.3707
H -1.1846 6.0935 -3.0834
H 0.1965 5.5741 -4.1132
H -0.6100 -4.6066 0.0983
H -0.7635 -3.6174 -3.3785
C -1.5374 -4.1481 -0.2674
C -1.6446 -3.6338 -2.7204
N -1.2644 -3.2272 -1.3711
H -2.0060 -3.6081 0.5590
C -0.7295 -2.0355 -1.1064
O -0.3769 -1.1960 -1.9598
H -2.4008 -2.9794 -3.1694
H -0.6509 -1.8088 -0.0241
H -2.1950 -4.9494 -0.6079
H -2.0482 -4.6465 -2.6504
O 0.7237 -0.1694 -6.4266
C 1.6886 -0.1805 -7.4705
C 0.2440 0.3882 -9.4706
C 1.2751 0.7403 -8.6066
H -0.2318 -0.5854 -9.3508
C -0.1945 1.2720 -10.4554
H 2.5589 0.2521 -6.9602
C 1.8433 2.0146 -8.6753
H -1.0200 0.9570 -11.0983
C 0.4295 2.5094 -10.5865
C 1.4344 2.8892 -9.6846
H 2.5605 2.3088 -7.9113
H 0.1056 3.1702 -11.3919
H 1.8948 3.8685 -9.7762
Si -0.9333 0.2097 -6.1675
Cl 0.2429 -2.2368 -4.8647
C -2.0380 -0.4001 -7.5154
C -0.6567 2.1026 -6.0441
C -1.9110 -0.0384 -4.5547
H -2.0872 0.2506 -8.3957
H -3.0607 -0.4724 -7.1135
H -1.7400 -1.4051 -7.8308
H -2.8973 0.4288 -4.7577
H -1.5317 0.5286 -3.6859
H -2.0603 -1.0905 -4.2664
H -0.4737 2.5671 -7.0182
H 0.2515 2.3115 -5.4647
H -1.4849 2.6456 -5.5725
N -0.3481 -0.7258 3.9374
C -0.2893 -0.5884 2.5655
N 0.9804 -0.4696 2.0706
S -1.7129 -0.4345 1.6712
H 0.4281 -1.2081 4.3828
H -1.2702 -0.9401 4.3401
H 1.1421 -0.2434 1.0780
H 1.7295 -0.2419 2.7232
```

Calculated values
Spin multiplicity: 4

These are the Mulliken partial charges, in e, on atoms 1 to 6:
1. C -1.8421
2. C 0.5843
3. H 0.3071
4. H 0.1631
5. H 0.4796
6. C 0.1104

---

[3]
DFT (the ωB97M-V functional and the def2-TZVPD basis) results for a 4-piece molecular cluster, C21H40N4O9P overall.

Structure (XYZ):
```
75
Properties=species:S:1:pos:R:3
C -4.0938 -1.0688 1.7366
C -4.8923 -1.3402 0.4671
N -4.0157 -1.6488 -0.6701
C -3.5800 -0.5245 -1.4378
C -4.4200 -0.2387 -2.6787
C -3.8480 0.9409 -3.4390
N -2.3928 0.7485 -3.6709
C -1.6443 0.2837 -2.6534
N -0.4350 0.7173 -2.4289
P 0.8978 0.2024 -1.2801
C 0.0042 0.2993 0.3266
C 0.9379 -1.6079 -1.5755
C 2.2993 -2.1077 -1.0346
N -2.1513 -0.7456 -1.8398
H -3.7915 -2.0021 2.2139
H -4.6746 -0.4881 2.4548
H -3.1849 -0.5076 1.5037
H -5.5369 -0.4770 0.2457
H -5.5656 -2.1878 0.5975
H -4.4120 -2.3724 -1.2565
H -3.5706 0.3511 -0.7769
H -4.4318 -1.1402 -3.3021
H -5.4529 -0.0121 -2.4045
H -3.9813 1.8588 -2.8581
H -4.3234 1.0809 -4.4084
H -1.9868 1.5456 -4.1490
H -0.1211 1.4684 -3.0353
H 0.4670 1.0688 0.9468
H 0.0830 -0.6627 0.8370
H -1.0516 0.5308 0.2074
H 0.8397 -1.8087 -2.6462
H 0.1029 -2.0982 -1.0725
H 2.9761 -1.2774 -0.8108
H 2.1708 -2.6968 -0.1280
H 2.8047 -2.7479 -1.7573
H -2.1374 -1.6056 -2.3884
C 4.4088 -0.3676 2.4639
C 4.8326 0.6840 1.4757
C 5.0608 2.0770 2.0419
O 4.6666 2.9282 0.9550
C 3.8226 2.2448 0.1597
O 3.1942 2.7180 -0.7356
O 3.7714 0.9455 0.5239
H 5.1412 -0.4257 3.2704
H 3.4401 -0.1093 2.8935
H 4.3409 -1.3477 1.9953
H 5.6997 0.3619 0.8939
H 6.0920 2.2939 2.3026
H 4.4065 2.2755 2.8940
C 0.8914 4.8719 -0.3100
C 0.9182 6.2364 0.3227
C 2.2973 6.7397 0.7219
O 2.0216 7.5077 1.8955
C 0.8699 7.0584 2.4465
O 0.4579 7.3648 3.5152
O 0.2534 6.1975 1.5980
H 1.5537 4.8331 -1.1751
H 1.2447 4.1342 0.4103
H -0.1192 4.6065 -0.6207
H 0.4014 6.9822 -0.2879
H 2.7752 7.3768 -0.0165
H 2.9599 5.9110 0.9859
C -1.7644 -4.9253 0.8432
C -0.5087 -5.6331 0.4120
C -0.0482 -6.7706 1.3127
O 1.3773 -6.7063 1.1978
C 1.7246 -5.4545 0.8423
O 2.8286 -5.0156 0.8358
O 0.6233 -4.7441 0.4917
H -2.5749 -5.6486 0.9496
H -1.6006 -4.4417 1.8066
H -2.0682 -4.1677 0.1222
H -0.5719 -5.9750 -0.6251
H -0.3839 -7.7554 1.0023
H -0.3236 -6.5903 2.3548
```

Calculated values
Net charge: +1

These are the Mulliken partial charges, in e, on atoms 1 to 6:
1. C -0.7686
2. C -0.4984
3. N -0.1523
4. C -0.7730
5. C -0.6016
6. C -0.7335

---

Sequential maximum force output: 4.69; 2.33; 0.95 eV/Å
Sequential electronic energy output: -1542.0744; -4352.5318; -2061.5697 hartree